Entry 1:
24 unconnected molecules or ions with the total composition C3H56O25PS, computed with the ωB97M-V functional and the def2-TZVPD basis.

Properties
- HOMO energy: -3.937 eV
- Strongest force on any atom: 0.151 hartree/bohr
- Net charge: -1
- Energy: -75327.947 eV
- Gap between HOMO and LUMO: 5.332 eV
- Multiplicity: 1

Atoms and positions in Å:
C1 0.60 3.20 1.19
C2 0.89 1.64 0.68
O1 1.51 0.78 1.51
O2 0.41 1.32 -0.68
C3 1.50 0.75 -1.52
P1 2.20 1.98 -2.81
S1 4.09 2.17 -1.81
H1 1.51 3.84 0.79
H2 -0.43 3.50 0.70
H3 0.53 3.17 2.36
H4 2.34 0.22 -0.90
H5 0.97 -0.12 -2.15
H6 1.75 3.15 -2.05
H7 2.73 2.81 -3.89
H8 2.66 0.81 -3.57
H9 0.92 1.98 -3.47
H10 4.27 1.23 -0.79
O3 -2.28 4.92 0.64
H11 -2.04 5.26 1.52
H12 -3.25 4.91 0.65
O4 1.17 5.87 2.13
H13 1.96 5.40 2.45
H14 1.48 6.78 2.01
O5 -2.07 -0.05 2.08
H15 -1.15 0.06 1.82
H16 -2.57 0.16 1.28
O6 3.51 -1.56 -1.82
H17 4.07 -1.69 -1.04
H18 3.41 -2.46 -2.18
O7 -3.88 -1.77 4.09
H19 -3.45 -2.43 4.65
H20 -3.14 -1.23 3.75
O8 -4.49 0.01 0.23
H21 -4.76 -0.56 0.96
H22 -4.91 -0.38 -0.55
O9 2.29 -3.54 -4.12
H23 2.03 -4.39 -4.50
H24 1.62 -3.39 -3.43
O10 -1.36 -2.95 2.57
H25 -1.25 -2.64 3.48
H26 -1.66 -2.16 2.09
O11 6.25 3.29 1.05
H27 5.98 2.71 1.78
H28 5.83 2.90 0.27
O12 3.98 5.85 -2.44
H29 4.83 5.75 -2.90
H30 3.93 5.07 -1.87
O13 3.37 -3.61 -0.36
H31 3.62 -3.27 0.52
H32 2.41 -3.62 -0.35
O14 -1.74 2.76 2.99
H33 -1.18 2.63 3.77
H34 -1.84 1.86 2.63
O15 -5.33 1.16 -2.22
H35 -5.21 1.47 -1.31
H36 -5.62 1.94 -2.70
O16 5.80 -3.71 -2.02
H37 5.55 -4.56 -2.41
H38 5.14 -3.56 -1.33
O17 -1.82 -5.36 4.27
H39 -0.90 -5.26 4.00
H40 -2.32 -5.15 3.47
O18 2.30 9.16 1.64
H41 3.23 9.26 1.37
H42 1.80 9.37 0.84
O19 -3.48 -5.41 1.61
H43 -3.73 -6.26 1.22
H44 -4.14 -5.26 2.30
O20 -4.46 3.75 -2.13
H45 -3.68 3.29 -1.82
H46 -4.16 4.67 -2.26
O21 -5.62 -0.07 -5.09
H47 -5.51 0.24 -4.18
H48 -5.91 0.72 -5.58
O22 1.48 -4.74 1.44
H49 0.58 -4.50 1.74
H50 1.84 -5.25 2.18
O23 -2.41 0.83 -2.70
H51 -1.93 1.28 -1.98
H52 -3.34 0.86 -2.41
O24 -2.13 -7.68 0.06
H53 -1.62 -7.08 0.63
H54 -1.44 -8.14 -0.45
O25 1.04 -7.34 2.09
H55 1.89 -7.44 1.63
H56 0.99 -8.12 2.66

Entry 2:
A molecular structure, C3H5AlO4, computed with the ωB97M-V functional and the def2-TZVPD basis.

Properties
- HOMO energy (spin up / spin down): -12.874 / -12.775 eV
- Strongest force on any atom: 0.239 hartree/bohr
- Net charge: +1
- Energy: -17963.336 eV
- Gap between HOMO and LUMO (spin up / spin down): 7.630 / 4.444 eV
- Multiplicity: 2
- Energy above the lowest of the compared OMol25 structures with the same formula, charge and spin: 195.67 kcal/mol

Atoms and positions in Å:
H1 -0.26 -0.79 0.08
C1 -0.73 -0.24 -1.26
C2 -1.16 0.28 0.08
O1 -1.21 -1.42 -1.71
H2 -1.02 0.54 -2.00
H3 -2.01 -0.27 0.52
H4 -1.66 1.25 -0.03
Al1 -2.40 -2.32 -1.59
O2 0.38 1.41 0.70
C3 1.27 1.02 -0.10
O3 1.06 0.44 -1.20
O4 2.38 0.58 0.51
H5 3.12 1.13 0.21

Entry 3:
2 unconnected molecules or ions with the total composition C3H5BCl3O2P, computed with the ωB97M-V functional and the def2-TZVPD basis.

Properties
- HOMO energy (spin up / spin down): -9.186 / -9.187 eV
- Strongest force on any atom: 0.063 hartree/bohr
- Energy: -54818.695 eV
- Gap between HOMO and LUMO (spin up / spin down): 6.957 / 6.960 eV
- Multiplicity: 1
- Energy above the lowest of the compared OMol25 structures with the same formula, charge and spin: 88.57 kcal/mol

Atoms and positions in Å:
B1 -0.93 -1.73 0.20
C1 -0.03 -0.17 -1.34
C2 -0.59 0.44 1.22
C3 -1.33 -3.33 0.52
O1 -0.61 -1.41 -1.04
O2 -1.01 -0.92 1.26
P1 0.94 0.52 0.18
Cl1 -1.65 -3.74 2.10
Cl2 -1.52 -4.46 -0.72
Cl3 1.41 -3.34 0.23
H1 0.71 -0.29 -2.13
H2 -0.93 0.63 -1.39
H3 -1.48 0.90 0.77
H4 -0.56 0.86 2.24
H5 1.37 -0.92 0.40

Entry 4:
A single C3H5Br molecule, computed with the ωB97M-V functional and the def2-TZVPD basis.

Properties
- HOMO energy (spin up / spin down): -8.876 / -7.943 eV
- Strongest force on any atom: 0.131 hartree/bohr
- Energy: -73230.120 eV
- SMILES string: C=C(C)Br
- Gap between HOMO and LUMO (spin up / spin down): 9.183 / 7.997 eV
- Multiplicity: 1
- Energy above the lowest of the compared OMol25 structures with the same formula, charge and spin: 80.88 kcal/mol

Atoms and positions in Å:
C1 1.86 -0.16 -0.84
C2 0.60 -1.02 0.17
C3 -0.83 -0.71 -0.08
Br1 1.21 -1.85 1.69
H1 2.89 -0.74 -1.02
H2 1.49 0.48 -1.68
H3 -1.62 -1.31 0.46
H4 -1.01 0.37 0.18
H5 -1.09 -0.78 -1.15

Entry 5:
2 unconnected molecules or ions with the total composition C3H5Br, computed with the ωB97M-V functional and the def2-TZVPD basis.

Properties
- HOMO energy: -9.947 eV
- Strongest force on any atom: 0.101 hartree/bohr
- Energy: -73231.551 eV
- SMILES string: C#CC.Br
- Gap between HOMO and LUMO: 10.838 eV
- Multiplicity: 1
- Energy above the lowest of the compared OMol25 structures with the same formula, charge and spin: 47.89 kcal/mol

Atoms and positions in Å:
C1 0.23 -1.49 -0.01
C2 0.75 -0.43 0.12
C3 0.82 0.99 0.06
H1 -0.23 -2.56 0.25
H2 0.17 1.41 -0.70
H3 0.40 1.18 1.01
H4 1.77 1.41 -0.08
Br1 -2.43 0.02 0.04
H5 -1.47 -0.52 -0.69

Entry 6:
A single C3H5Br2N3 molecule, computed with the ωB97M-V functional and the def2-TZVPD basis.

Properties
- HOMO energy (spin up / spin down): -7.702 / -7.702 eV
- Strongest force on any atom: 0.103 hartree/bohr
- Energy: -147742.558 eV
- Gap between HOMO and LUMO (spin up / spin down): 7.510 / 7.510 eV
- Multiplicity: 1
- Energy above the lowest of the compared OMol25 structures with the same formula, charge and spin: 45.44 kcal/mol

Atoms and positions in Å:
C1 2.42 0.12 1.17
C2 0.10 -1.22 0.56
C3 -1.13 0.40 -0.93
N1 1.49 0.97 1.25
N2 0.42 1.06 0.52
N3 -0.19 0.02 0.05
Br1 2.86 -1.04 -0.29
Br2 -1.07 -2.66 0.20
H1 3.34 0.36 1.70
H2 0.65 -1.43 1.51
H3 -0.69 0.67 -1.98
H4 -1.85 -0.41 -0.98
H5 -1.64 1.36 -0.49